[1]
{"formula": "C5H11KO4", "method": "ωB97M-V with the def2-TZVPD basis set", "symbols": ["C", "C", "O", "H", "H", "H", "H", "H", "O", "C", "O", "O", "C", "H", "H", "H", "C", "H", "H", "H", "K"], "xyz": [[0.841, 1.517, 2.484], [1.288, 0.388, 1.562], [0.949, -0.939, 1.663], [1.635, 2.277, 2.577], [0.006, 2.079, 2.039], [0.709, 1.151, 3.513], [2.400, 0.437, 1.509], [0.838, 0.653, 0.573], [-0.142, -1.939, -1.462], [-0.884, -0.969, -0.921], [-1.654, -1.260, -0.002], [-1.254, -0.059, -1.829], [-2.084, 1.018, -1.392], [-3.129, 0.705, -1.266], [-1.725, 1.380, -0.416], [-1.992, 1.797, -2.154], [1.097, -1.643, -2.111], [0.922, -1.375, -3.160], [1.615, -0.822, -1.601], [1.687, -2.561, -2.033], [-1.123, -1.837, 2.428]], "mulliken_charge": [-1.0689, 0.1582, -0.9307, 0.3023, 0.2081, 0.2778, 0.2159, -0.1274, -0.2947, 0.9222, -0.7009, -0.3253, -0.5171, 0.2565, 0.2040, 0.2358, -0.5809, 0.2714, 0.2861, 0.2284, 0.9791], "orbital_gap_ev": 6.283, "homo_energy_ev": -6.53, "energy_ev": -29876.7372, "spin_multiplicity": 1, "lumo_ev": -0.243, "molar_mass_g_mol": 174.2, "max_force_ev_per_a": 5.214, "total_charge": 0, "de_lowest_kj_mol": 87.4}


[2]
{"formula": "C5H11LiNO4P", "method": "ωB97M-V with the def2-TZVPD basis set", "symbols": ["C", "C", "O", "O", "C", "C", "C", "N", "P", "O", "O", "H", "H", "H", "H", "H", "H", "H", "H", "H", "H", "H", "Li"], "xyz": [[0.785, -2.271, 0.899], [1.479, -1.524, -0.334], [1.161, -1.758, -1.515], [2.442, -0.548, 0.040], [2.057, 0.735, -0.520], [1.122, 1.602, 0.419], [-0.322, 0.972, 0.668], [-1.431, 1.982, 0.587], [-2.786, 1.180, -0.122], [-2.325, 0.586, -1.700], [-3.141, -0.246, 0.823], [0.414, -1.525, 1.676], [1.583, -2.928, 1.383], [-0.042, -2.931, 0.505], [3.033, 1.323, -0.636], [1.649, 0.634, -1.587], [1.009, 2.617, -0.075], [1.608, 1.780, 1.439], [-0.323, 0.586, 1.751], [-0.573, 0.096, -0.020], [-2.984, -0.039, -2.062], [-4.111, -0.232, 0.957], [-0.306, -0.092, -2.576]], "nbo_charge": [-0.7328, 0.8623, -0.6810, -0.5365, -0.0635, -0.4528, -0.2641, -1.0446, 1.3148, -1.1236, -1.0363, 0.2702, 0.2468, 0.2449, 0.2103, 0.1198, 0.2338, 0.2209, 0.1756, 0.1144, 0.4908, 0.4882, 0.9425], "orbital_gap_ev": 5.869, "homo_energy_ev": -6.91, "energy_ev": -24536.0241, "spin_multiplicity": 1, "lumo_ev": -1.040, "molar_mass_g_mol": 187.1, "max_force_ev_per_a": 4.436, "total_charge": 0}


What did the second record say?
{"formula": "C5H11LiNO4P", "method": "ωB97M-V with the def2-TZVPD basis set", "symbols": ["C", "C", "O", "O", "C", "C", "C", "N", "P", "O", "O", "H", "H", "H", "H", "H", "H", "H", "H", "H", "H", "H", "Li"], "xyz": [[0.785, -2.271, 0.899], [1.479, -1.524, -0.334], [1.161, -1.758, -1.515], [2.442, -0.548, 0.040], [2.057, 0.735, -0.520], [1.122, 1.602, 0.419], [-0.322, 0.972, 0.668], [-1.431, 1.982, 0.587], [-2.786, 1.180, -0.122], [-2.325, 0.586, -1.700], [-3.141, -0.246, 0.823], [0.414, -1.525, 1.676], [1.583, -2.928, 1.383], [-0.042, -2.931, 0.505], [3.033, 1.323, -0.636], [1.649, 0.634, -1.587], [1.009, 2.617, -0.075], [1.608, 1.780, 1.439], [-0.323, 0.586, 1.751], [-0.573, 0.096, -0.020], [-2.984, -0.039, -2.062], [-4.111, -0.232, 0.957], [-0.306, -0.092, -2.576]], "nbo_charge": [-0.7328, 0.8623, -0.6810, -0.5365, -0.0635, -0.4528, -0.2641, -1.0446, 1.3148, -1.1236, -1.0363, 0.2702, 0.2468, 0.2449, 0.2103, 0.1198, 0.2338, 0.2209, 0.1756, 0.1144, 0.4908, 0.4882, 0.9425], "orbital_gap_ev": 5.869, "homo_energy_ev": -6.91, "energy_ev": -24536.0241, "spin_multiplicity": 1, "lumo_ev": -1.040, "molar_mass_g_mol": 187.1, "max_force_ev_per_a": 4.436, "total_charge": 0}